1.
C23H53CrFN3O7Y as an isolated structure in a non-equilibrium geometry. Source: the Open Molecules 2025 dataset; level of theory: the ωB97M-V functional and the def2-TZVPD basis.

Output
Charge   +2
DFT total energy   -2781.25562 Ha
HOMO (spin up / spin down)   -10.92 / -10.92 eV
Spin multiplicity   5

```
89
Properties=species:S:1:pos:R:3:mulliken_spin:R:1
Cr -11.432 1.195 -30.787 4.13
Y -11.435 -1.765 -33.849 0.01
C -14.754 -2.738 -31.201 0.00
C -14.178 -4.148 -30.918 0.00
C -15.446 -4.984 -30.813 0.00
C -15.191 -6.475 -30.618 0.00
C -14.451 -6.969 -31.840 0.00
C -13.105 -6.166 -32.186 0.00
N -13.348 -4.653 -32.023 0.00
O -12.288 -3.778 -32.526 0.00
C -12.642 -6.624 -33.625 0.00
C -11.960 -6.629 -31.249 0.00
C -13.282 -4.199 -29.617 0.00
H -13.891 -2.075 -31.258 0.01
H -15.303 -2.352 -30.343 0.00
H -15.398 -2.785 -32.079 0.00
H -16.177 -4.842 -31.610 0.00
H -16.016 -4.716 -29.924 0.00
H -16.140 -7.008 -30.552 0.00
H -14.561 -6.692 -29.756 0.00
H -15.109 -6.842 -32.699 0.00
H -14.201 -8.027 -31.773 0.00
H -11.735 -6.112 -33.945 0.00
H -13.281 -6.345 -34.463 0.00
H -12.671 -7.712 -33.684 0.00
H -12.172 -6.385 -30.208 0.00
H -10.973 -6.263 -31.531 0.00
H -11.897 -7.712 -31.140 0.00
H -13.497 -3.388 -28.920 0.00
H -12.193 -4.204 -29.652 0.00
H -13.349 -5.175 -29.137 0.00
C -7.635 0.952 -33.415 0.00
C -9.143 0.710 -33.084 -0.02
O -9.616 -0.247 -33.708 0.00
O -9.735 1.305 -32.179 -0.03
H -7.131 0.022 -33.678 0.00
H -7.162 1.398 -32.540 0.00
H -7.480 1.529 -34.326 0.00
F -12.083 -0.555 -32.037 -0.03
C -15.642 1.407 -30.144 0.01
C -14.292 1.201 -30.731 -0.01
C -13.939 2.477 -31.539 -0.03
O -12.642 2.345 -32.110 -0.06
C -12.336 3.485 -32.892 0.01
N -13.408 1.079 -29.600 0.00
H -15.830 0.568 -29.474 0.00
H -16.398 1.519 -30.921 0.00
H -15.722 2.350 -29.605 0.00
H -14.247 0.216 -31.195 0.01
H -13.909 3.329 -30.859 0.00
H -14.746 2.621 -32.258 0.00
H -12.136 4.330 -32.233 0.00
H -13.188 3.660 -33.549 0.00
H -11.443 3.134 -33.409 0.00
H -13.695 0.170 -29.265 0.01
H -13.644 1.727 -28.863 0.02
C -17.523 -4.498 -34.917 0.00
O -16.210 -4.005 -34.709 0.00
C -15.722 -3.223 -35.815 0.00
C -14.255 -2.823 -35.664 0.00
N -13.871 -2.124 -34.435 0.00
C -14.506 -0.828 -34.386 0.01
C -13.771 0.249 -35.203 0.00
O -12.374 0.222 -34.905 0.01
C -11.833 1.343 -35.724 0.00
H -17.830 -5.165 -34.112 0.00
H -17.517 -5.188 -35.761 0.00
H -18.189 -3.641 -35.016 0.00
H -16.261 -2.368 -36.223 0.00
H -15.550 -3.938 -36.619 0.00
H -14.019 -2.332 -36.608 0.00
H -13.676 -3.746 -35.688 0.00
H -14.323 -2.743 -33.777 0.00
H -14.440 -0.541 -33.336 -0.01
H -15.553 -0.729 -34.673 0.00
H -14.266 1.208 -35.050 0.00
H -13.936 -0.090 -36.226 0.00
H -12.204 2.337 -35.474 0.00
H -11.933 1.274 -36.808 0.00
H -10.766 1.494 -35.563 0.00
C -10.504 -1.281 -27.635 0.00
C -11.055 -1.276 -29.046 -0.01
O -10.427 -0.162 -29.623 -0.02
H -10.699 -0.309 -27.182 0.00
H -9.438 -1.487 -27.538 0.00
H -11.026 -2.058 -27.076 0.00
H -12.131 -1.451 -29.063 0.00
H -10.660 -2.202 -29.463 0.00
H -9.735 0.183 -29.054 0.01
```

2.
A 3-piece molecular cluster, C23H54F3N4O5P overall in a non-equilibrium geometry. Source: the Open Molecules 2025 dataset; level of theory: the ωB97M-V functional and the def2-TZVPD basis.

Output
SMILES string   [H]/N=C/CP(N)(CC)(CCCC)C[C@@H](O)C(F)(F)F.COCCNCCOC.COCCNCCOC
Charge   0
DFT total energy   -2144.51421 Ha
HOMO   -8.50 eV

```
90
Properties=species:S:1:pos:R:3:lowdin_charge:R:1
H -2.610 1.731 1.102 0.05
N -3.009 0.813 0.738 0.03
C -1.934 -0.042 0.776 -0.25
C -1.940 -1.629 0.325 -0.23
P -1.140 -2.040 -1.338 0.71
N -0.819 -0.272 -1.524 -0.24
C -2.182 -1.939 -2.919 -0.33
C -3.491 -2.895 -3.031 -0.17
C 0.774 -2.257 -1.667 -0.31
C 1.662 -2.210 -0.279 -0.25
C 2.982 -3.181 -0.485 -0.25
C 4.152 -2.749 0.579 -0.13
C -1.221 -3.907 -1.153 -0.27
C -2.211 -4.559 -0.043 -0.27
O -3.638 -4.612 -0.367 -0.07
C -1.770 -6.184 -0.026 -0.20
F -0.438 -6.406 0.585 0.01
F -2.762 -6.817 0.921 -0.02
F -1.981 -6.847 -1.333 0.02
H -0.896 0.357 1.202 0.12
H -1.308 -2.189 1.168 0.10
H -3.083 -1.958 0.433 0.11
H 0.106 -0.008 -1.067 0.04
H -0.619 -0.056 -2.547 0.05
H -2.586 -0.821 -3.044 0.11
H -1.519 -2.120 -3.895 0.12
H -3.263 -4.047 -3.207 0.09
H -4.096 -2.556 -4.002 0.09
H -4.205 -2.701 -2.122 0.07
H 1.201 -1.369 -2.345 0.09
H 0.993 -3.224 -2.332 0.10
H 1.019 -2.479 0.661 0.10
H 2.018 -1.081 -0.128 0.11
H 3.325 -3.043 -1.613 0.11
H 2.605 -4.290 -0.317 0.11
H 4.545 -1.669 0.286 0.05
H 3.774 -2.750 1.711 0.10
H 5.064 -3.475 0.451 0.08
H -1.401 -4.503 -2.173 0.12
H -0.132 -4.279 -0.816 0.10
H -1.981 -4.256 1.091 0.16
H -4.120 -3.754 -0.199 0.10
C 8.269 0.304 -5.132 -0.11
O 8.016 1.442 -4.320 -0.20
C 6.820 2.140 -4.689 -0.20
C 5.752 1.999 -3.590 -0.20
N 5.234 0.629 -3.534 -0.05
C 4.415 0.360 -2.347 -0.19
C 5.111 0.435 -0.972 -0.22
O 6.093 -0.580 -0.763 -0.21
C 7.381 -0.274 -1.277 -0.09
H 9.262 -0.078 -4.885 0.09
H 7.541 -0.485 -4.934 0.07
H 8.255 0.567 -6.195 0.09
H 6.436 1.817 -5.662 0.12
H 7.091 3.198 -4.773 0.12
H 4.929 2.689 -3.798 0.12
H 6.213 2.287 -2.641 0.10
H 6.015 -0.024 -3.535 0.07
H 4.020 -0.659 -2.467 0.11
H 3.548 1.033 -2.351 0.12
H 4.342 0.267 -0.213 0.10
H 5.524 1.431 -0.764 0.11
H 7.600 0.798 -1.247 0.09
H 7.479 -0.658 -2.295 0.07
H 8.123 -0.793 -0.664 0.09
C -5.477 1.787 2.524 -0.14
O -6.367 2.225 3.541 -0.20
C -5.925 1.881 4.860 -0.20
C -5.533 3.145 5.644 -0.21
N -4.298 3.731 5.113 -0.06
C -4.013 5.071 5.635 -0.20
C -5.010 6.196 5.287 -0.22
O -5.043 6.533 3.899 -0.18
C -5.900 5.718 3.112 -0.10
H -5.955 1.954 1.556 0.09
H -4.547 2.357 2.549 0.06
H -5.261 0.717 2.622 0.08
H -5.110 1.150 4.846 0.12
H -6.780 1.414 5.363 0.12
H -5.386 2.885 6.697 0.12
H -6.367 3.849 5.576 0.10
H -4.368 3.793 4.100 0.07
H -3.031 5.359 5.234 0.12
H -3.901 5.013 6.726 0.12
H -4.672 7.098 5.805 0.12
H -6.021 5.995 5.666 0.11
H -6.771 5.363 3.671 0.09
H -5.340 4.876 2.697 0.07
H -6.255 6.316 2.267 0.09
```

no.,M (g mol⁻¹)
1,643.59
2,554.68